66
Properties=species:S:1:pos:R:3:forces:R:3 method="wB97M-V/def2-TZVPD" charge=+3 gap_ev=6.25
In -1.578 -1.270 -0.648 0.0 0.2 0.6
O 0.132 -1.596 0.407 0.1 -0.1 0.0
P 1.261 -0.523 0.537 0.2 0.0 0.1
C 0.631 0.907 1.467 -0.1 -0.1 -0.1
P -0.814 1.719 0.708 0.0 0.2 0.0
O -1.730 0.608 0.137 -0.1 0.2 -0.4
C -0.219 2.791 -0.580 0.0 0.0 -0.1
C 0.750 3.754 -0.282 0.0 0.0 0.0
C 1.182 4.623 -1.268 0.0 0.1 0.0
C 0.638 4.548 -2.546 0.0 0.0 0.0
C -0.321 3.591 -2.846 0.0 0.0 0.0
C -0.760 2.718 -1.862 0.1 -0.1 0.0
C -1.685 2.601 1.969 0.0 -0.1 0.1
C -0.978 3.388 2.883 0.0 -0.1 0.0
C -1.658 4.018 3.910 0.0 0.1 0.0
C -3.039 3.888 4.011 0.0 0.0 0.0
C -3.741 3.107 3.104 0.0 0.1 0.0
C -3.070 2.466 2.075 0.0 -0.1 0.0
C 2.653 -1.164 1.399 0.0 -0.1 0.0
C 3.868 -1.382 0.743 0.0 0.1 0.0
C 4.947 -1.879 1.456 0.0 -0.1 0.0
C 4.810 -2.178 2.805 0.0 0.0 0.0
C 3.600 -1.964 3.461 0.0 0.0 0.0
C 2.517 -1.469 2.762 0.0 0.1 0.0
C 1.651 0.034 -1.112 0.0 -0.1 -0.1
C 1.019 -0.550 -2.215 -0.2 0.0 0.1
C 1.271 -0.105 -3.503 0.0 0.0 0.0
C 2.189 0.919 -3.694 0.0 0.0 0.0
C 2.835 1.497 -2.609 0.0 0.0 0.0
C 2.573 1.058 -1.319 -0.1 0.0 0.0
H 1.444 1.631 1.565 0.0 0.0 0.1
H 0.356 0.558 2.466 0.0 0.1 0.0
H 1.156 3.850 0.719 0.0 0.0 0.0
H 1.925 5.373 -1.037 0.0 0.0 0.0
H 0.944 5.260 -3.302 0.1 0.0 0.0
H -0.739 3.537 -3.843 0.0 0.0 0.0
H -1.535 1.996 -2.090 0.0 0.0 0.0
H 0.095 3.521 2.803 0.0 -0.1 0.0
H -1.114 4.614 4.630 0.0 0.0 0.0
H -3.570 4.419 4.789 0.0 -0.1 0.1
H -4.813 3.000 3.197 0.0 0.0 0.0
H -3.619 1.872 1.357 0.0 0.0 0.0
H 3.977 -1.163 -0.311 0.0 0.0 0.0
H 5.893 -2.038 0.958 0.0 0.0 0.0
H 5.645 -2.601 3.348 0.0 0.1 0.0
H 3.508 -2.184 4.515 0.0 0.0 0.0
H 1.575 -1.319 3.277 0.0 0.0 0.0
H 0.376 -1.429 -2.092 0.2 -0.1 0.0
H 0.787 -0.569 -4.352 0.0 0.0 0.0
H 2.419 1.252 -4.697 0.0 0.0 0.0
H 3.552 2.291 -2.768 0.0 0.0 0.0
H 3.091 1.514 -0.483 0.0 0.0 0.0
C -2.245 -6.579 -1.834 0.0 0.0 0.0
C -3.150 -5.469 -1.465 0.0 0.0 0.0
N -4.441 -5.500 -1.425 0.0 0.0 -0.1
N -4.831 -4.249 -1.059 0.0 0.0 0.1
C -3.821 -3.429 -0.850 0.0 0.1 -0.1
S -3.898 -1.779 -0.349 -0.1 -0.2 -0.3
N -2.724 -4.187 -1.103 0.0 0.0 -0.1
N -1.424 -3.677 -1.077 0.0 0.1 0.1
H -2.852 -7.442 -2.100 0.0 0.0 0.0
H -1.598 -6.853 -0.998 0.0 0.0 0.0
H -1.626 -6.319 -2.695 0.0 0.0 0.0
H -5.820 -4.049 -0.956 0.0 0.0 0.0
H -0.904 -4.045 -1.873 0.0 0.0 0.0
H -0.949 -3.963 -0.218 0.0 -0.1 -0.1

***

19
Properties=species:S:1:pos:R:3:forces:R:3 method="wB97M-V/def2-TZVPD" charge=-2 s2=0.751 gap_ev="2.04 / 6.37" multiplicity=2
C -1.957 0.028 -0.248 -0.3 1.2 0.5
N -0.862 0.261 0.700 0.0 -0.5 -0.1
C 0.367 0.812 0.128 -0.6 0.5 1.1
C 1.569 0.414 0.972 0.2 -1.0 -1.1
S 3.102 1.322 0.627 0.3 0.1 0.1
C -2.930 -1.022 0.283 0.1 0.1 -0.1
H -1.643 -0.104 -1.291 0.4 -0.6 0.1
H -2.466 1.007 -0.289 -0.3 -0.2 -0.2
H -0.670 -0.577 1.233 0.1 -0.1 -0.2
H 0.480 0.457 -0.893 0.3 0.2 -0.4
H 0.281 1.905 0.165 0.1 0.0 -0.4
H 1.341 0.428 2.019 -0.3 0.4 0.7
H 1.678 -0.663 0.754 0.3 0.1 0.1
H -3.720 -0.538 0.866 -0.1 -0.1 0.2
H -2.413 -1.731 0.934 0.0 -0.1 0.1
H -3.431 -1.645 -0.462 -0.1 0.1 -0.2
H 3.847 0.539 -1.413 -0.4 0.0 -0.1
H 3.605 -0.876 -1.853 0.0 0.1 -0.1
O 3.823 -0.016 -2.233 0.3 -0.2 0.1

***

266
Properties=species:S:1:pos:R:3:forces:R:3 method="wB97M-V/def2-TZVPD" gap_ev=9.05
C -5.964 2.965 -5.376 -0.2 0.1 0.6
C -5.817 4.278 -4.700 0.0 -3.9 -1.9
N -5.616 5.273 -4.222 0.4 3.1 1.5
H -5.027 2.530 -5.723 0.1 0.7 -0.3
H -6.696 3.080 -6.175 0.2 -0.3 0.0
H -6.284 2.202 -4.667 -0.5 0.3 0.1
C -5.990 9.096 0.471 0.3 0.3 -0.2
C -4.796 9.632 1.132 -1.4 -0.5 -0.6
N -3.891 10.076 1.657 1.2 0.5 0.6
H -5.986 9.431 -0.566 0.1 -0.2 -0.1
H -6.893 9.516 0.915 0.1 -0.3 0.2
H -5.966 8.007 0.505 -0.2 0.1 0.0
C 4.245 1.532 1.887 -0.6 0.1 -0.6
O 5.422 2.048 1.355 0.9 1.5 0.3
C 6.581 1.286 1.555 0.8 -0.8 -0.4
C 7.846 2.116 1.788 0.3 -0.5 1.3
O 8.934 1.206 2.218 -1.6 -0.1 -1.0
C 10.196 1.805 2.237 0.1 0.3 0.1
C 10.389 2.645 3.483 0.7 0.8 -2.4
O 9.772 3.960 3.146 0.8 -2.1 2.0
C 10.048 4.859 4.200 -0.2 0.9 -0.4
H 4.359 1.250 2.934 -0.1 -0.5 -0.1
H 3.898 0.781 1.178 -0.2 -0.9 0.6
H 3.455 2.281 1.838 0.3 0.4 0.1
H 6.749 0.695 0.655 0.0 -0.4 -0.1
H 6.510 0.590 2.392 -0.3 0.0 0.2
H 7.679 2.771 2.643 -0.1 0.4 -0.3
H 8.113 2.698 0.906 0.2 0.0 0.0
H 10.315 2.372 1.314 0.2 0.5 0.1
H 11.004 1.074 2.211 -0.4 -0.6 0.1
H 11.464 2.767 3.618 0.3 0.7 -0.2
H 10.183 2.012 4.347 -1.4 0.7 0.4
H 10.014 5.864 3.780 0.1 0.1 -0.1
H 11.045 4.685 4.604 0.0 0.0 0.2
H 9.296 4.867 4.990 0.0 -0.5 0.2
C 12.044 -8.468 1.508 -0.3 -0.3 -0.3
O 10.944 -7.998 2.325 -0.3 -0.1 -1.0
C 9.695 -7.733 1.607 1.3 0.5 -0.7
C 9.603 -6.291 1.045 0.9 -0.7 1.0
O 10.546 -6.185 -0.025 -0.9 1.3 -1.2
C 10.460 -5.011 -0.911 0.4 -1.7 -1.3
C 9.394 -5.144 -2.075 -0.7 0.2 2.1
O 8.183 -4.601 -1.463 -0.2 0.4 -1.8
C 7.150 -4.208 -2.401 0.0 -0.1 0.3
H 12.926 -8.712 2.099 -0.3 0.5 0.6
H 12.362 -7.818 0.693 -0.3 0.6 0.3
H 11.853 -9.414 1.000 -0.7 -0.3 0.1
H 8.813 -7.969 2.202 0.4 0.2 0.7
H 9.595 -8.395 0.746 0.3 -0.2 -0.2
H 9.936 -5.591 1.811 -0.2 0.1 0.3
H 8.547 -6.106 0.848 0.0 0.2 -0.8
H 11.427 -4.962 -1.411 0.2 -0.5 0.0
H 10.439 -4.040 -0.416 -0.8 -0.2 0.4
H 9.201 -6.155 -2.432 0.1 -0.7 0.9
H 9.669 -4.736 -3.048 0.2 1.3 0.3
H 6.214 -4.718 -2.175 0.2 -0.5 -0.1
H 7.427 -4.337 -3.447 0.1 -0.5 0.0
H 6.852 -3.160 -2.360 0.6 0.4 0.6
C -0.029 -2.327 14.240 1.3 0.9 -1.4
O 1.314 -2.622 13.807 1.2 -0.1 -1.4
C 1.689 -2.785 12.359 -1.7 0.7 0.8
C 1.285 -1.666 11.302 -1.8 -1.0 0.4
O 1.938 -1.905 10.100 1.3 0.2 -0.8
C 1.369 -1.398 8.888 1.8 -0.5 -1.1
C 1.092 0.092 8.824 -0.1 -0.2 0.8
O 0.699 0.586 7.537 0.3 -0.6 0.9
C -0.639 0.295 7.232 -0.9 0.3 -0.4
H -0.724 -3.162 14.330 0.3 -0.3 0.1
H -0.418 -1.622 13.505 -0.6 0.2 0.2
H 0.158 -1.797 15.174 -0.5 -0.2 0.1
H 1.119 -3.667 12.066 0.4 -0.2 -0.4
H 2.762 -2.958 12.282 -0.1 0.0 0.5
H 1.305 -0.614 11.587 0.4 0.0 0.6
H 0.266 -1.917 11.009 -0.9 0.4 0.8
H 0.491 -1.939 8.534 -0.3 -0.3 0.5
H 2.164 -1.620 8.175 -0.1 -0.1 -0.2
H 1.940 0.684 9.167 0.1 -0.1 -0.2
H 0.353 0.112 9.625 -0.9 1.3 -0.2
H -0.967 0.720 6.284 0.8 0.2 -0.3
H -1.311 0.786 7.935 -0.1 -0.4 0.5
H -0.852 -0.768 7.114 0.0 -0.2 0.4
C 0.745 10.792 -6.080 -1.8 1.2 0.4
O -0.165 10.481 -4.998 0.0 -1.2 0.4
C -1.575 10.400 -5.285 0.7 1.3 -0.9
C -2.246 11.595 -4.604 2.0 0.8 1.7
O -1.605 12.864 -4.917 -1.4 -0.8 -1.1
C -2.378 13.634 -5.802 1.4 1.0 -0.4
C -2.394 13.301 -7.305 0.9 -0.5 -0.8
O -1.123 12.924 -7.945 -0.7 0.5 0.9
C -1.168 12.832 -9.391 0.2 0.6 1.9
H 0.317 10.407 -7.006 0.5 -0.2 -0.2
H 1.784 10.520 -5.893 -0.4 -0.6 0.3
H 0.710 11.880 -6.135 0.2 0.1 -0.4
H -2.028 9.460 -4.971 0.3 -0.1 0.4
H -1.704 10.457 -6.366 -0.1 0.0 -0.3
H -1.897 11.567 -3.571 -0.3 -0.8 0.3
H -3.329 11.695 -4.536 -0.1 -0.3 -0.7
H -1.994 14.649 -5.695 0.3 0.1 0.0
H -3.416 13.734 -5.483 -0.3 -0.4 0.0
H -2.725 14.231 -7.768 -0.4 0.0 -0.3
H -3.115 12.502 -7.470 -0.1 -0.1 -0.3
H -0.139 12.659 -9.706 -0.2 -0.7 0.1
H -1.368 13.817 -9.813 -0.7 0.0 -0.2
H -1.885 12.044 -9.621 0.1 0.1 -0.7
C 6.223 10.558 -2.744 0.4 -1.2 -0.2
O 5.820 11.004 -1.476 0.6 0.8 1.2
C 6.640 10.725 -0.288 -0.9 -0.5 -0.1
C 6.449 9.285 0.273 -0.9 1.4 -1.0
O 5.140 9.166 0.920 1.1 0.2 -0.9
C 4.531 7.890 0.673 1.0 0.0 -0.1
C 3.123 7.718 1.327 2.5 0.0 -1.9
O 3.238 8.127 2.635 -0.5 0.8 -0.1
C 2.023 7.953 3.279 -0.6 -0.2 1.5
H 6.045 9.484 -2.792 -0.1 -0.2 -0.4
H 7.252 10.686 -3.080 0.7 0.3 0.9
H 5.714 11.030 -3.585 -0.8 0.3 0.6
H 6.344 11.415 0.502 -0.4 0.2 -0.3
H 7.700 10.914 -0.458 0.1 -0.1 -0.4
H 7.312 9.033 0.890 -0.3 -0.1 0.6
H 6.591 8.722 -0.650 -0.7 -0.9 0.1
H 5.307 7.190 0.982 -0.5 -0.7 0.7
H 4.532 7.745 -0.407 -0.7 0.0 -0.3
H 2.829 6.672 1.238 0.1 -0.4 0.1
H 2.425 8.241 0.673 -0.4 0.7 0.5
H 2.087 8.416 4.264 0.2 -0.3 0.1
H 1.837 6.883 3.376 -0.2 -0.2 0.2
H 1.123 8.400 2.857 0.2 0.2 -0.8
C -1.893 3.223 -0.948 -0.5 -1.1 0.4
O -2.362 2.310 0.089 1.1 0.9 -1.3
C -3.654 1.805 -0.168 0.3 -1.7 2.3
C -3.739 0.277 -0.526 -2.3 2.4 0.1
O -3.236 0.029 -1.762 2.3 -1.7 -1.5
C -1.807 -0.193 -1.760 0.5 0.7 -0.5
C -1.401 -1.662 -1.649 -0.1 -0.1 -1.2
O -0.020 -1.927 -1.339 -1.0 -0.2 1.8
C 0.030 -2.752 -0.162 0.5 0.2 0.4
H -2.543 4.098 -0.963 0.2 0.2 0.0
H -1.944 2.718 -1.912 -0.1 0.0 -0.2
H -0.848 3.484 -0.782 -0.2 0.0 0.4
H -4.268 2.472 -0.774 0.1 -0.2 -0.3
H -4.036 1.761 0.852 -0.9 0.4 0.1
H -4.808 0.139 -0.689 -0.5 0.0 0.3
H -3.546 -0.416 0.293 1.0 0.1 0.1
H -1.358 0.393 -0.958 0.1 -0.1 0.1
H -1.459 0.217 -2.707 0.1 0.1 0.0
H -1.461 -2.166 -2.614 -0.9 0.1 -0.2
H -2.166 -2.056 -0.981 0.5 -0.7 0.4
H 1.049 -2.848 0.211 0.2 0.3 -0.4
H -0.331 -3.775 -0.269 -0.2 -0.1 -0.7
H -0.554 -2.343 0.663 -0.1 0.4 0.0
C -11.094 -2.242 1.642 -0.3 0.5 -0.3
O -10.167 -1.199 1.915 -0.8 -1.0 0.2
C -9.389 -1.407 3.064 0.2 0.8 0.4
C -10.066 -1.786 4.393 -0.1 -0.7 -0.4
O -10.965 -0.809 4.846 0.4 0.4 0.6
C -11.409 -0.961 6.199 -0.1 -0.5 -1.3
C -12.421 -2.082 6.336 -2.4 -0.5 0.5
O -13.625 -1.988 5.512 0.0 0.1 -0.1
C -14.796 -2.803 5.802 0.8 0.4 -0.3
H -11.993 -2.115 2.245 -0.3 0.2 -0.2
H -10.798 -3.273 1.835 0.8 0.0 0.1
H -11.278 -2.152 0.572 -0.4 -0.1 0.1
H -8.917 -0.427 3.131 0.4 -0.2 0.6
H -8.648 -2.169 2.823 0.3 -0.2 0.3
H -9.333 -2.069 5.148 0.7 0.8 0.2
H -10.521 -2.773 4.308 -0.8 -0.1 -0.5
H -11.696 0.030 6.550 -0.8 -0.1 -0.3
H -10.632 -1.223 6.917 0.7 -0.3 -0.2
H -12.725 -2.038 7.381 -0.1 -0.1 0.4
H -12.049 -3.096 6.187 0.7 0.1 -0.1
H -15.251 -2.533 6.755 0.1 0.0 0.1
H -14.685 -3.883 5.715 0.9 -0.2 0.6
H -15.522 -2.682 4.998 0.1 0.9 0.0
C 4.740 -10.201 4.164 -0.4 0.4 -0.2
O 4.728 -10.197 2.690 -0.6 0.3 1.8
C 4.010 -9.041 2.083 1.6 -2.3 -0.3
C 4.248 -9.239 0.555 0.0 1.4 0.4
O 3.482 -10.267 0.042 -1.4 -1.0 1.5
C 3.195 -10.343 -1.343 -0.5 -0.4 2.0
C 4.459 -10.729 -1.977 1.0 0.8 -3.0
O 4.753 -9.612 -2.857 0.7 0.0 0.0
C 6.111 -9.554 -3.259 0.0 -0.7 1.1
H 5.151 -11.051 4.708 0.5 -0.8 -1.4
H 3.760 -10.195 4.642 -0.6 0.5 -0.6
H 5.319 -9.404 4.632 0.0 0.7 -0.6
H 4.536 -8.179 2.493 -0.4 0.5 -0.4
H 2.942 -9.083 2.296 0.0 0.1 0.2
H 5.319 -9.360 0.394 0.3 -0.4 0.1
H 4.002 -8.332 0.004 -0.2 0.6 0.2
H 2.739 -9.414 -1.685 0.4 0.1 -0.4
H 2.452 -11.134 -1.434 -0.1 0.0 0.1
H 4.377 -11.619 -2.600 -0.1 -0.2 -0.1
H 5.267 -10.940 -1.276 0.0 0.4 0.3
H 6.306 -8.736 -3.952 -0.3 -0.3 -0.1
H 6.445 -10.540 -3.582 0.0 0.0 -0.9
H 6.733 -9.425 -2.373 0.2 0.5 0.3
C -10.825 6.553 4.439 0.6 -0.9 -1.0
C -10.261 5.772 5.632 -1.2 1.1 0.6
O -8.971 5.251 5.371 2.2 -1.2 0.0
C -8.360 4.552 6.351 -2.3 0.5 4.6
O -8.841 4.279 7.472 0.8 0.8 -3.5
C -6.901 4.131 6.167 0.5 -1.6 0.3
F -6.475 4.659 5.062 1.2 0.4 -1.2
F -5.969 4.367 7.162 -2.0 0.2 -1.2
F -6.938 2.762 6.042 0.2 0.9 0.0
H -11.853 6.900 4.537 0.1 -0.1 0.6
H -10.845 5.867 3.592 -0.1 -0.1 -0.2
H -10.227 7.396 4.092 0.2 0.0 0.5
H -10.918 4.941 5.890 -0.1 0.1 0.2
H -10.151 6.462 6.468 -0.2 -0.3 0.3
C -5.993 -9.900 4.347 -0.7 -1.2 1.6
C -6.445 -8.974 3.313 0.2 1.8 0.0
O -5.785 -9.312 2.150 2.6 0.0 -3.5
C -4.501 -8.954 1.965 1.5 2.7 4.6
O -3.754 -8.420 2.866 -3.3 -2.4 -4.1
C -3.995 -9.119 0.509 -2.5 -2.0 2.0
F -3.091 -10.064 0.515 1.6 -0.5 -0.3
F -5.007 -9.606 -0.247 0.3 0.9 -0.4
F -3.545 -7.988 0.098 0.6 1.2 -1.2
H -4.939 -10.004 4.602 0.1 0.9 -0.5
H -6.253 -10.891 3.975 -0.4 -0.2 0.6
H -6.515 -9.599 5.256 -0.1 -0.7 0.3
H -6.250 -7.922 3.522 0.2 0.1 0.3
H -7.488 -9.011 3.000 -0.2 -0.5 0.6
C 4.094 -8.366 -9.762 1.2 0.4 0.6
C 2.596 -8.425 -9.680 -1.0 0.2 -2.0
O 1.950 -7.645 -8.691 -0.2 1.8 3.0
C 1.719 -6.290 -8.737 0.1 -1.9 -3.3
O 1.830 -5.662 -9.773 0.0 -0.3 2.3
C 1.069 -5.721 -7.436 0.7 1.4 -0.7
F 0.516 -6.645 -6.652 0.8 0.7 -0.1
F 2.039 -4.943 -6.815 -1.3 -1.5 -0.1
F 0.114 -4.851 -7.817 0.2 -0.6 0.4
H 4.636 -9.054 -9.114 -0.3 0.1 0.4
H 4.433 -7.356 -9.531 0.0 0.1 0.2
H 4.555 -8.552 -10.732 -0.8 -0.1 -0.4
H 2.173 -9.418 -9.533 0.3 0.0 0.2
H 2.174 -8.065 -10.618 0.1 -0.1 -0.3
C 2.035 2.292 -6.496 1.6 -0.7 -0.9
C 3.243 1.266 -6.468 -1.8 1.4 2.2
O 3.785 1.093 -7.749 0.2 0.1 -1.2
C 4.954 0.545 -8.017 2.2 -2.0 2.3
O 5.780 0.015 -7.245 -2.8 2.1 -2.1
C 5.199 0.380 -9.549 0.8 1.1 -0.2
F 4.231 0.927 -10.326 0.7 -0.9 0.6
F 6.383 0.941 -9.943 -1.0 -0.1 0.6
F 5.341 -0.921 -9.740 -0.6 -0.3 -0.6
H 2.463 3.227 -6.859 -0.3 0.2 0.0
H 1.647 2.443 -5.489 0.0 -0.2 -0.1
H 1.265 1.956 -7.190 -0.1 0.0 0.2
H 2.824 0.368 -6.014 0.6 -0.5 -0.5
H 3.942 1.714 -5.762 0.5 -0.4 -0.2
C -6.928 -4.384 -6.435 -0.8 0.5 -0.4
C -6.501 -2.915 -6.580 0.9 -1.3 -0.1
O -7.588 -1.995 -6.442 0.2 1.0 1.4
C -8.504 -1.879 -7.349 0.7 -3.1 -3.6
O -8.508 -2.463 -8.432 0.2 1.0 1.8
C -9.686 -1.054 -7.007 -3.5 2.2 0.1
F -10.696 -1.159 -7.923 1.1 -0.7 0.4
F -10.241 -1.299 -5.824 0.3 -1.2 0.5
F -9.454 0.254 -6.964 1.3 0.9 -0.3
H -6.719 -4.885 -7.381 0.2 -0.4 0.3
H -8.014 -4.411 -6.353 -0.1 -0.1 0.2
H -6.512 -4.878 -5.557 0.1 0.0 -0.3
H -5.970 -2.843 -7.530 -0.4 0.7 -0.1
H -5.778 -2.691 -5.796 -0.4 0.5 0.0

***

17
Properties=species:S:1:pos:R:3:forces:R:3 method="wB97M-V/def2-TZVPD" gap_ev=9.42
C -0.348 -0.235 1.923 -1.1 1.5 0.0
S 1.262 -0.864 1.675 1.6 -0.1 0.3
C 2.008 -0.170 0.192 1.1 0.0 -1.0
H -0.518 0.727 1.426 0.0 -0.5 -0.7
H -0.490 0.136 2.941 0.2 -0.8 0.3
H -1.073 -0.998 1.660 -0.4 0.3 0.0
H 3.087 -0.081 0.394 -0.2 -0.6 0.2
H 1.899 -0.831 -0.669 -0.1 -0.2 0.2
H 1.882 0.825 -0.230 -1.2 0.4 0.7
C -1.362 1.111 -3.055 -0.7 -2.0 0.2
C -2.431 0.719 -1.974 1.1 -0.9 -1.2
H -1.409 0.440 -3.924 -0.4 0.2 0.0
H -1.579 2.110 -3.407 0.9 0.3 0.1
H -0.394 0.805 -2.659 0.4 1.2 0.0
H -1.917 0.313 -1.101 -0.2 0.9 0.5
H -2.953 -0.189 -2.289 -0.6 0.5 -0.3
H -3.049 1.601 -1.865 -0.5 -0.4 0.8

***

16
Properties=species:S:1:pos:R:3:forces:R:3 method="wB97M-V/def2-TZVPD" s2=15.756 gap_ev="5.46 / 9.32" multiplicity=8
O 1.400 0.865 0.000 -0.5 -0.4 -0.7
C 1.350 1.024 -1.203 1.1 0.3 1.4
O 2.183 0.738 -2.121 0.3 0.0 -0.5
Sm 1.988 2.515 -3.686 -0.1 -0.4 0.4
O 0.360 1.830 -1.755 -1.9 0.3 -0.3
C -0.966 1.850 -1.125 0.7 0.7 -0.6
H -1.525 2.581 -1.719 0.0 -0.2 0.1
H -1.447 0.870 -1.235 0.3 0.2 0.4
H -0.909 2.240 -0.102 0.1 -0.6 -0.2
C 0.479 -2.992 1.420 1.3 0.9 -0.2
C -0.435 -2.228 1.961 -0.1 1.0 -0.9
C -1.277 -1.250 2.231 0.1 -0.9 0.6
H 1.163 -3.584 2.032 -0.6 -0.2 -0.1
H 0.896 -2.720 0.407 -0.9 -0.5 1.0
H -2.352 -1.444 2.280 0.3 0.1 -0.2
H -0.909 -0.294 2.614 -0.1 -0.3 -0.2